[1]
Computed, not measured: a 2-piece molecular cluster, C3H9O2S overall at a distorted geometry, with ωB97M-V/def2-TZVPD.

Atoms and positions in Å:
C 4.3091 0.4975 -1.0830
C -1.4671 1.2107 -0.9341
C -2.0012 -0.6050 0.8986
O 0.3511 0.0074 0.4412
O 3.1141 0.6029 -0.9110
S -0.8554 -0.3687 -0.4756
H 5.1646 1.1183 -0.5879
H 4.6384 -0.4246 -1.5284
H 1.1988 0.3118 -0.0896
H -0.6594 1.8376 -1.3185
H -1.8476 1.6431 0.0331
H -2.3502 1.1100 -1.5592
H -1.8803 0.0903 1.7104
H -1.8173 -1.6451 1.3737
H -3.0573 -0.5605 0.6168

The HOMO-LUMO gap is 10.102 eV. The net charge is +1. The value obtained for the HOMO energy is -13.81 eV. The calculation puts the LUMO energy at -3.71 eV. The value obtained for the maximum force is 3.45 eV/A.

Löwdin atomic charge list, values in e, 4 entries: number 1, C, carries -0.0834; number 2, C, carries -0.2367; number 3, C, carries -0.2210; number 4, O, carries -0.3256

[2]
Computed, not measured: C47H43N3O6SZr as an isolated structure, with ωB97M-V/def2-TZVPD.

Atoms and positions in Å:
Zr -0.7523 -1.1686 0.0343
N -4.1484 -3.6400 2.1317
C -3.0716 -3.1259 1.4584
S -3.0427 -1.3890 1.3054
N -2.2334 -3.9957 0.9954
N -1.1689 -3.4980 0.2499
C -0.4381 -4.4435 -0.2183
C 0.7593 -4.3285 -1.0290
C 1.4541 -5.5028 -1.3383
C 2.6055 -5.4846 -2.0948
C 3.0784 -4.2614 -2.5690
C 2.4046 -3.0908 -2.2816
C 1.2429 -3.1033 -1.5057
O 0.6305 -1.9574 -1.2409
H -4.6268 -3.0145 2.7557
H -4.0673 -4.6019 2.4180
H -0.7550 -5.4545 0.0316
H 1.0705 -6.4443 -0.9605
H 3.1308 -6.4028 -2.3191
H 3.9806 -4.2255 -3.1672
H 2.7628 -2.1331 -2.6408
C 4.2150 2.1969 -0.8486
C 3.3623 2.2316 0.4014
C 3.9704 3.0733 1.5047
O 3.1615 0.9078 0.8935
C 1.8037 0.5516 0.7933
C 1.0786 1.8984 0.6368
O 2.0791 2.7207 0.0497
C -0.2465 1.9478 -0.2315
O -0.6626 0.6744 -0.6639
C -0.0151 2.7578 -1.5212
C 0.7873 2.1792 -2.5047
C 1.0131 2.8214 -3.7091
C 0.4314 4.0614 -3.9578
C -0.3724 4.6409 -2.9906
C -0.5943 3.9920 -1.7766
C -1.3438 2.5846 0.6299
C -2.6363 2.0751 0.6355
C -3.6217 2.6411 1.4354
C -3.3304 3.7394 2.2300
C -2.0485 4.2744 2.2087
C -1.0663 3.7009 1.4149
C 1.3724 -0.3016 2.0108
O 0.0163 -0.6625 1.7763
C 2.1497 -1.6245 2.0842
C 1.9074 -2.4677 3.1681
C 2.4326 -3.7481 3.1991
C 3.2097 -4.2115 2.1385
C 3.4637 -3.3771 1.0649
C 2.9418 -2.0875 1.0407
C 1.4911 0.4983 3.2950
C 2.7326 0.7029 3.8911
C 2.8390 1.4790 5.0362
C 1.7053 2.0565 5.5969
C 0.4653 1.8467 5.0088
C 0.3579 1.0677 3.8629
H 5.2215 1.8523 -0.6077
H 4.2662 3.1962 -1.2819
H 3.7662 1.5191 -1.5771
H 4.9133 2.6291 1.8275
H 3.2881 3.1055 2.3559
H 4.1517 4.0868 1.1461
H 1.6503 -0.0740 -0.0980
H 0.8469 2.2723 1.6329
H 1.2307 1.2082 -2.3145
H 1.6450 2.3585 -4.4581
H 0.6052 4.5665 -4.9000
H -0.8364 5.6021 -3.1742
H -1.2314 4.4579 -1.0366
H -2.8801 1.2299 0.0074
H -4.6173 2.2144 1.4368
H -4.0945 4.1790 2.8588
H -1.8088 5.1379 2.8167
H -0.0706 4.1337 1.4070
H 1.2832 -2.1156 3.9820
H 2.2289 -4.3910 4.0460
H 3.6124 -5.2167 2.1539
H 4.0609 -3.7278 0.2302
H 3.1672 -1.4502 0.2000
H 3.6143 0.2497 3.4548
H 3.8086 1.6313 5.4943
H 1.7889 2.6615 6.4909
H -0.4246 2.2881 5.4412
H -0.6060 0.8966 3.3986
C -1.4484 -0.2656 -3.6217
C -2.5437 -0.8320 -2.7640
O -2.2757 -1.4510 -1.7374
C -3.9583 -0.6587 -3.1631
C -4.3053 -0.0813 -4.3816
C -5.6385 0.0760 -4.7203
C -6.6310 -0.3337 -3.8391
C -6.2899 -0.9040 -2.6165
C -4.9577 -1.0690 -2.2794
H -0.4894 -0.4235 -3.1401
H -1.6003 0.8007 -3.7980
H -1.4579 -0.7742 -4.5906
H -3.5352 0.2446 -5.0700
H -5.9059 0.5208 -5.6703
H -7.6730 -0.2059 -4.1038
H -7.0636 -1.2187 -1.9278
H -4.6708 -1.5009 -1.3277

The HOMO-LUMO gap is 7.374 eV. The net charge is 0. The value obtained for the HOMO energy is -7.79 eV. The calculation puts the LUMO energy at -0.42 eV. The value obtained for the maximum force is 0.71 eV/A.

Löwdin atomic charge list, values in e, 4 entries: number 1, Zr, carries 1.6667; number 2, N, carries 0.0523; number 3, C, carries -0.8592; number 4, S, carries 0.6021

[3]
Computed, not measured: C2H4N4OS as an isolated structure at a distorted geometry, with ωB97M-V/def2-TZVPD.

Atoms and positions in Å:
C 0.7908 0.1883 -0.9932
C -0.1223 1.2306 -0.7075
N 2.1191 0.7030 -1.7374
N 0.1349 2.3251 -1.3381
N 0.8355 -0.9792 -0.3542
N -1.0336 1.0270 0.2657
O 1.3671 2.1155 -3.6536
S 1.6408 2.1155 -2.2178
H 0.5382 -0.9992 0.6717
H 1.6564 -1.4036 -0.5732
H -1.7139 1.8148 0.2553
H -1.4883 0.1705 0.2831

The HOMO-LUMO gap (spin up / spin down) is 7.649 / 7.651 eV. The net charge is 0. The value obtained for the HOMO energy (spin up / spin down) is -8.81 / -8.81 eV. The calculation puts the LUMO energy (spin up / spin down) at -1.16 / -1.16 eV. The value obtained for the maximum force is 8.10 eV/A.

Löwdin atomic charge list, values in e, 4 entries: number 1, C, carries -0.2560; number 2, C, carries -0.5207; number 3, N, carries -0.1912; number 4, N, carries -0.0501

[4]
Computed, not measured: a single C2H4N2S2 molecule at a distorted geometry, with ωB97M-V/def2-TZVPD.

Atoms and positions in Å:
N 1.4912 0.0542 0.4233
N 0.8721 -0.8090 -0.2478
C -0.4301 -0.9351 -0.3435
C -1.4643 0.0019 -0.1610
S -3.0035 -0.3059 0.2024
S -0.9132 1.6462 -0.1675
H 1.1022 0.6399 1.1857
H 2.6163 -0.2079 0.4293
H -0.6187 -1.7465 -0.9603
H 0.3480 1.6623 -0.3608

The SMILES is N/N=C\C(=S)S. The HOMO-LUMO gap is 8.007 eV. The net charge is 0. The value obtained for the HOMO energy is -8.74 eV. The calculation puts the LUMO energy at -0.73 eV. The value obtained for the maximum force is 6.48 eV/A.

Löwdin atomic charge list, values in e, 4 entries: number 1, N, carries -0.0678; number 2, N, carries -0.0839; number 3, C, carries -0.2895; number 4, C, carries -1.2369

[5]
Computed, not measured: a 3-piece molecular cluster, C6H18N2O2 overall at a distorted geometry, with ωB97M-V/def2-TZVPD.

Atoms and positions in Å:
C -0.2395 2.2483 -0.9140
C -0.4806 0.9804 -0.5961
C 0.1879 0.0370 0.3682
C 1.3841 -0.6791 -0.1884
C 2.6927 0.2614 -0.6989
N 1.9848 -1.4405 1.0059
N -1.8299 0.4977 -1.0684
C -2.0877 -0.7292 -1.7610
H -0.7261 2.9595 -1.7032
H 0.7035 2.8135 -0.4964
H -0.6957 -0.6819 0.7787
H 0.4493 0.5255 1.3109
H 1.1505 -1.2719 -1.0628
H 3.5415 -0.5318 -0.8957
H 2.3941 0.9108 -1.6165
H 2.9799 1.0090 0.0341
H 1.4363 -2.2140 1.1950
H 2.9503 -1.6292 0.7508
H -2.4957 1.1898 -1.5373
H -3.1273 -1.1158 -1.4938
H -1.4017 -1.5667 -1.5471
H -1.9904 -0.4919 -2.8653
O 0.0991 -0.9473 2.8221
H 0.9804 -0.5167 2.9796
H -0.0459 -1.5723 2.1001
O -2.9537 0.7247 1.7903
H -2.2255 0.7280 2.3661
H -2.6347 0.5027 0.9433

The SMILES is C=C(C[C@@H](C)N)NC.O.O. The HOMO-LUMO gap is 9.067 eV. The net charge is 0. The value obtained for the HOMO energy is -8.45 eV. The calculation puts the LUMO energy at 0.61 eV. The value obtained for the maximum force is 4.12 eV/A.

Löwdin atomic charge list, values in e, 4 entries: number 1, C, carries 0.0083; number 2, C, carries -0.3287; number 3, C, carries -0.1871; number 4, C, carries -0.3432

[6]
Computed, not measured: C32H34Cl3FeN5O6S3Se as an isolated structure, with ωB97M-V/def2-TZVPD.

Atoms and positions in Å:
Fe -0.2683 -0.0186 -0.3995
O -1.2902 2.6130 2.1930
C -1.1190 1.4699 1.8082
O -0.0546 1.0521 1.1939
C -2.1573 0.3768 2.0599
C -1.4717 -0.9935 2.1122
C -2.3910 -2.0632 2.6861
C -3.4264 -2.2255 1.5459
C -2.8828 -1.2639 0.4895
O -1.4451 -1.3524 0.6967
C -3.1739 0.1937 0.8751
C -2.9695 1.0992 -0.3444
O -3.9056 1.7427 -0.7946
O -1.8014 1.0433 -0.8917
H -2.6899 0.5992 2.9835
H -0.4544 -0.9680 2.4919
H -1.8412 -2.9892 2.8480
H -2.8338 -1.7545 3.6314
H -3.4492 -3.2477 1.1712
H -4.4360 -1.9449 1.8426
H -3.1153 -1.5291 -0.5400
H -4.2035 0.3324 1.1983
C 5.1265 2.0564 3.5725
N 5.1404 0.6117 3.6841
C 6.2419 -0.1426 4.0383
C 5.8697 -1.4354 3.9846
N 4.5427 -1.4580 3.6016
C 3.7653 -2.6533 3.3516
C 4.0885 -0.1964 3.3920
Se 2.4171 0.2965 2.7873
H 5.5282 2.4966 4.4841
H 4.0939 2.3666 3.4341
H 5.7180 2.3763 2.7148
H 7.1796 0.3084 4.3065
H 6.4178 -2.3347 4.1972
H 4.1744 -3.4650 3.9498
H 3.7949 -2.9169 2.2940
H 2.7325 -2.4606 3.6320
S 1.9480 0.5553 -1.2161
C 1.2624 2.1071 -1.4295
N 0.8734 2.9225 -0.4768
C -0.0320 3.9981 -0.8750
C 0.2323 4.2622 -2.3596
S 0.9255 2.7150 -3.0181
H 0.7246 2.4908 0.4432
H 0.1685 4.8835 -0.2739
H -1.0568 3.6738 -0.6858
H 0.9516 5.0651 -2.5103
H -0.6869 4.4937 -2.8915
Cl -9.1539 -0.7173 -6.9472
C -7.4938 -0.8031 -6.4408
C -6.5841 -1.5185 -7.2009
C -5.2633 -1.5771 -6.7888
C -4.8409 -0.9307 -5.6331
C -3.4129 -1.0275 -5.1588
C -3.3320 -2.1259 -4.0941
N -2.1189 -2.0492 -3.2921
C -1.3501 -3.1020 -2.8461
C -0.4080 -2.5562 -2.0312
N -0.5814 -1.1911 -1.9765
C -1.6255 -0.9321 -2.7397
O -2.5822 -1.3080 -6.2637
C -1.2089 -0.9444 -6.1262
C -0.6880 -0.5598 -7.4717
C 0.3932 -1.1085 -8.0890
Cl 1.4055 -2.3617 -7.4858
S 0.7127 -0.4218 -9.6244
C -0.6325 0.6276 -9.4689
C -1.2787 0.4515 -8.2892
C -5.7851 -0.2270 -4.8870
Cl -5.3054 0.5686 -3.4179
C -7.1109 -0.1508 -5.2830
H -6.9077 -2.0183 -8.1024
H -4.5345 -2.1119 -7.3816
H -3.1397 -0.0652 -4.7148
H -3.3531 -3.0899 -4.6035
H -4.1943 -2.0650 -3.4275
H -1.5456 -4.1159 -3.1455
H 0.4005 -3.0437 -1.5148
H -2.0450 0.0486 -2.8793
H -0.6291 -1.7766 -5.7194
H -1.1167 -0.1015 -5.4328
H -0.8700 1.3190 -10.2599
H -2.1589 1.0056 -7.9973
H -7.8257 0.4073 -4.6964

The HOMO-LUMO gap (spin up / spin down) is 7.404 / 7.406 eV. The net charge is 0. The value obtained for the HOMO energy (spin up / spin down) is -6.97 / -6.97 eV. The calculation puts the LUMO energy (spin up / spin down) at 0.44 / 0.44 eV. The value obtained for the maximum force is 0.82 eV/A.

Löwdin atomic charge list, values in e, 4 entries: number 1, Fe, carries 0.4631; number 2, O, carries 0.0815; number 3, C, carries -0.5801; number 4, O, carries -0.2621